Formula: C33H88F3N8O11PtS
Source: the Open Molecules 2025 dataset
Level of theory: ωB97M-V/def2-TZVPD

XYZ file:
```
145
Properties=species:S:1:pos:R:3:mulliken_charge:R:1
Pt 3.44439 1.57130 -2.26860 2.92
C -0.82144 0.84745 -0.51334 -0.23
F -1.85872 0.08286 -0.29545 0.02
F -1.21918 2.05850 -0.90324 -0.23
F -0.12498 0.98310 0.63004 -0.10
S 0.26692 0.17523 -1.80292 1.24
O 1.29195 1.20457 -2.04059 -0.91
O 0.85812 -1.01808 -1.23758 -1.33
O -0.54987 -0.02183 -2.95481 -0.76
C 1.32549 -5.19289 -0.62278 -1.25
C 2.63939 -4.39158 -0.70493 0.36
C 3.82088 -5.30355 -0.99869 -0.79
O 5.08524 -4.77849 -0.71913 -0.40
C 5.56131 -3.79271 -1.59203 0.02
N 2.50696 -3.23497 -1.61662 0.51
H 1.24724 -5.88610 0.21871 0.50
H 1.14272 -5.75650 -1.54729 0.31
H 0.46672 -4.52141 -0.53698 0.09
H 2.81333 -3.93598 0.27987 0.28
H 3.81619 -5.65850 -2.04555 0.34
H 3.67751 -6.19872 -0.39335 0.36
H 6.56323 -3.50172 -1.26967 0.32
H 4.96704 -2.86939 -1.56257 -0.38
H 5.61210 -4.14604 -2.63356 0.24
H 2.29689 -3.51786 -2.57003 -0.08
H 1.79975 -2.57287 -1.31103 0.17
C 1.33226 4.56064 -0.66084 -1.24
C 1.94558 4.60355 -2.04360 0.72
C 2.08127 5.97509 -2.64539 -1.12
O 2.78246 6.77419 -1.74043 -0.27
C 2.74060 8.15019 -2.07364 -0.79
N 3.23589 3.77026 -2.08252 -0.76
H 2.06809 4.82882 0.10640 0.32
H 0.85880 3.61726 -0.39983 -0.11
H 0.58379 5.35138 -0.56787 0.56
H 1.26105 4.05073 -2.70340 -0.10
H 1.06986 6.31402 -2.89283 0.53
H 2.67536 5.91535 -3.57560 0.47
H 3.12832 8.70326 -1.23060 0.25
H 1.70063 8.46601 -2.24917 0.33
H 3.23496 8.31260 -3.03773 0.31
H 3.66479 4.13244 -2.94474 0.43
H 3.79733 4.28381 -1.38563 0.44
C -2.75815 2.49327 3.51796 -0.97
C -1.68121 3.33827 4.21599 0.84
C -0.81217 4.03709 3.21328 -0.19
O 0.26384 4.62921 3.89405 -0.38
C 1.17851 5.26894 3.05481 -0.20
N -2.36975 4.32351 5.06319 -0.76
H -2.27508 1.82815 2.78260 -0.14
H -3.43530 3.09152 2.90522 0.35
H -3.32210 1.87414 4.21015 0.31
H -1.06704 2.59851 4.75280 0.16
H -1.42510 4.78169 2.67261 0.32
H -0.45797 3.31899 2.45543 -0.25
H 1.91227 5.76675 3.68841 0.37
H 0.64374 6.01931 2.45739 0.31
H 1.75549 4.59753 2.39905 -0.25
H -1.71753 5.08360 5.25464 0.29
H -2.59337 3.93438 5.97239 0.25
C -5.15007 -1.97838 5.57608 -1.10
C -3.93276 -2.84949 5.80855 0.64
C -2.76032 -2.27529 5.04466 -0.96
O -3.02248 -2.37990 3.66858 -0.24
C -2.21224 -1.55358 2.87765 -0.25
N -3.54514 -2.81339 7.22657 -0.70
H -5.55879 -2.07584 4.56834 0.13
H -4.93537 -0.92540 5.76776 0.29
H -5.98601 -2.25165 6.23091 0.35
H -4.03543 -3.85656 5.38121 0.24
H -1.80619 -2.76144 5.31486 0.31
H -2.61487 -1.21862 5.33540 0.34
H -1.13936 -1.75726 3.00285 0.47
H -2.46556 -0.50305 3.05331 0.09
H -2.42963 -1.79180 1.83417 -0.12
H -2.62137 -3.21370 7.36620 0.24
H -4.15141 -3.41852 7.77522 0.27
C -0.79633 -4.07344 -3.89003 -1.09
C -1.99734 -3.14099 -4.04855 0.01
C -2.40633 -2.65512 -2.65373 0.81
O -3.06749 -3.68637 -1.96682 -0.52
C -3.08220 -3.46651 -0.57496 0.23
N -1.59881 -2.01590 -4.92138 -0.69
H 0.05018 -3.48548 -3.50994 -0.13
H -0.43845 -4.42540 -4.86210 0.45
H -1.07251 -4.93439 -3.28698 0.37
H -2.77652 -3.75023 -4.51273 0.52
H -3.05155 -1.76775 -2.69787 -0.05
H -1.47422 -2.41961 -2.11369 -0.34
H -3.66847 -4.24402 -0.08336 0.45
H -3.50777 -2.51257 -0.24369 -0.48
H -2.05526 -3.59796 -0.19160 0.02
H -1.00424 -1.41552 -4.34289 0.14
H -2.38396 -1.37847 -5.06858 0.33
C 3.85740 -2.44739 -4.14330 -1.32
C 3.76052 -0.95156 -3.86394 0.38
C 2.66832 -0.30332 -4.64546 -0.17
O 2.62816 1.07219 -4.33914 -0.57
C 1.66946 1.77968 -5.06930 -0.57
N 3.59086 -0.68208 -2.39458 0.49
H 2.86503 -2.87709 -3.98558 0.08
H 4.55445 -2.94102 -3.46574 0.04
H 4.25354 -2.62600 -5.14231 0.57
H 4.73751 -0.51520 -4.10205 0.35
H 1.70109 -0.75944 -4.37908 -0.23
H 2.78903 -0.53282 -5.70891 0.65
H 1.83856 1.81722 -6.14688 0.45
H 1.56115 2.80783 -4.70695 0.08
H 0.64678 1.40874 -4.89699 0.11
H 4.49442 -0.91438 -1.97990 0.31
H 2.95720 -1.33049 -1.89663 -0.76
C 2.69112 0.36990 1.15777 -1.52
C 3.35470 1.74229 1.02823 1.61
C 4.19064 2.06882 2.25423 -1.07
O 5.22895 1.13733 2.32782 -0.38
C 6.00926 1.20575 3.51802 -0.82
N 4.30064 1.68279 -0.14569 -0.76
H 3.39430 -0.45722 1.27926 0.45
H 2.02227 0.18354 0.32961 0.02
H 2.12426 0.36170 2.09417 0.60
H 2.57445 2.49570 0.92047 -0.93
H 3.58321 2.03643 3.17100 0.53
H 4.53287 3.11967 2.18199 0.48
H 6.03816 2.20943 3.94118 0.36
H 7.00638 0.84956 3.25782 0.25
H 5.65020 0.50633 4.28296 0.29
H 4.74377 2.57735 -0.33079 0.34
H 4.99601 1.02775 0.22414 0.36
C -8.08937 -1.57208 0.98494 -1.54
C -6.72421 -1.74440 0.31121 0.96
C -5.87348 -0.55710 0.75368 -1.24
O -4.67987 -0.26639 0.03673 0.12
C -4.91282 0.03150 -1.33462 -0.86
N -6.12817 -2.97360 0.82405 -0.50
H -8.63017 -0.68453 0.61585 0.39
H -8.03338 -1.45592 2.06418 0.26
H -8.74110 -2.39733 0.69349 0.40
H -6.83340 -1.71990 -0.77255 0.23
H -5.55897 -0.61398 1.80065 0.32
H -6.51030 0.34735 0.75666 0.36
H -5.20390 -0.84703 -1.92244 0.27
H -3.96259 0.37436 -1.74739 0.07
H -5.65685 0.83007 -1.44394 0.39
H -5.25962 -2.94002 1.32692 0.13
H -6.14752 -3.75775 0.19332 0.26
```

Summary:
Gap between HOMO and LUMO (spin up / spin down) (eV): 7.2 / 5.3
E_HOMO (spin up / spin down) (Ha): -0.3707 / -0.3707
Total charge: +1
Multiplicity: 3
<S²>: 2.0035
Calculated total energy (Ha): -3392.5158